{
  "formula": "C10H14F6O8S",
  "method": "ωB97M-V with the def2-TZVPD basis set",
  "elements": ["C", "C", "O", "C", "O", "C", "F", "F", "F", "H", "H", "H", "H", "H", "C", "C", "O", "C", "O", "C", "F", "F", "F", "H", "H", "H", "H", "H", "C", "C", "O", "S", "O", "O", "O", "H", "H", "H", "H"],
  "coordinates": [[-0.30572, 2.06609, -1.14715], [-0.19361, 3.08964, 0.01684], [-0.27189, 2.26245, 1.14691], [-1.39092, 1.84033, 1.68561], [-2.43757, 2.08579, 1.17746], [-1.23772, 1.06775, 2.98640], [-2.20038, 1.41827, 3.86272], [-1.44291, -0.23403, 2.67229], [0.01827, 1.19879, 3.53654], [-1.23883, 1.51296, -1.04023], [0.42705, 1.29671, -0.90383], [-0.21422, 2.28035, -2.21196], [-1.08695, 3.68109, -0.18372], [0.73113, 3.66504, 0.06002], [0.42323, -2.48391, 0.87817], [1.40114, -2.02471, -0.19728], [1.56403, -0.61682, -0.24163], [2.44991, -0.04972, 0.53236], [3.13717, -0.58584, 1.43128], [2.49075, 1.50264, 0.33113], [2.02057, 2.17971, 1.40760], [3.71642, 1.86098, 0.18245], [1.84500, 1.94987, -0.68585], [0.29606, -3.56427, 0.94707], [-0.54198, -2.05858, 0.60326], [0.57785, -2.07139, 1.87518], [1.07427, -2.39863, -1.16757], [2.37810, -2.48234, -0.04169], [-0.62093, -1.68917, -2.58719], [-1.37782, -2.61752, -1.59120], [-1.63973, -1.84189, -0.42772], [-1.26586, -0.24223, -0.68641], [-0.71435, 0.37137, 0.53098], [-2.36295, 0.35213, -1.45258], [-0.13573, -0.68451, -1.74930], [-1.17367, -1.46032, -3.49836], [0.31127, -2.20492, -2.81764], [-0.71690, -3.38025, -1.17948], [-2.29159, -2.99090, -2.05349]],
  "relative_energy_kcal_mol": 173.03,
  "total_energy_ha": -1988.46421
}


{
  "formula": "C10H14INTl",
  "method": "ωB97M-V with the def2-TZVPD basis set",
  "elements": ["Tl", "I", "C", "C", "C", "C", "N", "C", "H", "H", "H", "H", "C", "C", "C", "C", "C", "H", "H", "H", "H", "H", "H", "H", "H", "H", "H"],
  "coordinates": [[1.17698, -0.88238, -0.86788], [-0.08057, -4.02491, 4.65410], [0.47791, -2.20206, 3.78868], [0.71581, -1.08109, 4.56996], [1.08712, 0.09698, 3.94011], [1.20415, 0.10913, 2.56255], [0.97339, -0.96995, 1.80956], [0.61749, -2.10436, 2.41393], [0.61226, -1.12670, 5.64535], [1.28257, 0.99244, 4.51298], [1.49513, 1.01045, 2.03530], [0.43845, -2.96616, 1.78092], [-2.30715, 0.54602, -1.44598], [-1.03836, 0.69135, -2.24227], [1.09213, 1.96668, -2.77011], [-0.90503, -0.24796, -3.41181], [-0.14143, 1.64670, -1.96270], [-3.16967, 0.68218, -2.10173], [-2.36475, 1.28348, -0.64677], [-2.39133, -0.45471, -1.01356], [0.90618, 1.86297, -3.83853], [1.94822, 1.32493, -2.52381], [1.40602, 2.99031, -2.57843], [-1.49704, 0.12278, -4.25212], [-1.30736, -1.23179, -3.16003], [0.12373, -0.35657, -3.75912], [-0.35484, 2.32223, -1.13860]],
  "total_charge": 1,
  "total_energy_ha": -914.14593
}


{
  "formula": "C10H14N2O",
  "method": "ωB97M-V with the def2-TZVPD basis set",
  "elements": ["C", "C", "C", "C", "C", "C", "C", "C", "C", "C", "N", "N", "O", "H", "H", "H", "H", "H", "H", "H", "H", "H", "H", "H", "H", "H", "H"],
  "coordinates": [[-3.83419, 0.80187, -0.11310], [-3.65953, -0.29275, -0.87556], [-2.84577, 1.41582, 0.60748], [-2.39384, -0.93042, -0.93959], [-1.60992, 0.86247, 0.63256], [-1.34657, -0.25046, -0.21601], [1.61192, 0.09984, 1.36300], [2.02166, -1.50011, -0.48070], [1.62092, 0.96055, -1.08822], [1.20415, -0.32584, -0.10250], [-0.68260, -2.67051, 0.76512], [-0.12596, -0.80701, -0.38345], [-1.81547, -2.86012, 0.81060], [-4.87498, 1.32265, -0.18795], [-4.51095, -0.79552, -1.39641], [-3.26186, 2.30182, 1.06182], [-2.26191, -1.88921, -1.35829], [-0.78058, 1.33850, 1.05064], [1.10192, -0.57102, 2.15399], [2.67005, 0.19278, 1.50263], [1.08778, 1.00601, 1.63264], [2.14695, -1.59816, -1.52826], [1.44457, -2.46499, -0.07278], [2.98943, -1.40509, 0.03874], [0.79370, 1.26750, -1.80567], [1.72377, 1.82829, -0.40985], [2.59251, 0.71847, -1.48203]],
  "relative_energy_kcal_mol": 137.49,
  "total_energy_ha": -574.00008
}


{
  "formula": "C10H14N2O2S",
  "method": "ωB97M-V with the def2-TZVPD basis set",
  "elements": ["C", "C", "C", "C", "C", "C", "C", "C", "C", "C", "N", "N", "O", "O", "S", "H", "H", "H", "H", "H", "H", "H", "H", "H", "H", "H", "H", "H", "H"],
  "coordinates": [[-4.07588, -0.35786, -0.11775], [-3.56611, -0.58991, 1.17122], [-3.22539, 0.11572, -1.11277], [-2.30286, -0.29574, 1.48669], [-1.84260, 0.22850, -0.82672], [-1.43076, 0.16675, 0.50778], [0.83096, 1.37497, -0.19499], [0.06551, 0.36732, 0.66213], [2.30994, 1.00463, -0.20923], [2.59628, -0.56084, -0.44087], [2.75141, 1.53453, 1.04920], [2.70319, -0.93151, -1.77511], [1.17542, -2.05571, 1.46866], [0.27158, -1.81844, -0.84251], [0.96134, -1.19648, 0.31274], [-5.13414, -0.42043, -0.44261], [-4.30697, -1.02369, 1.85628], [-3.62633, 0.06547, -2.17817], [-1.95208, -0.62285, 2.43076], [-1.07679, 0.34912, -1.58954], [0.42775, 1.55242, -1.23920], [0.56346, 2.43184, 0.23849], [0.17481, 0.56052, 1.71783], [2.73908, 1.63221, -1.04844], [3.46248, -0.86381, 0.10549], [2.32432, 1.02659, 1.89534], [3.79846, 1.38646, 1.03592], [3.47827, -1.58121, -1.96590], [1.90565, -1.47857, -1.95475]],
  "smiles": "N[C@@H]1C[C@@H](c2ccccc2)S(=O)(=O)[C@H]1N",
  "relative_energy_kcal_mol": 54.63,
  "total_energy_ha": -1047.56131
}


{
  "formula": "C10H14N2OS",
  "method": "ωB97M-V with the def2-TZVPD basis set",
  "elements": ["C", "C", "C", "C", "C", "C", "C", "C", "C", "C", "H", "H", "H", "H", "H", "H", "H", "H", "H", "H", "H", "H", "H", "H", "N", "N", "O", "S"],
  "coordinates": [[-0.33260, -0.91041, 3.54590], [0.48671, 0.01477, 2.78667], [0.42972, -1.81702, 0.68701], [-0.80654, 0.08893, -0.53259], [-1.93032, 0.89753, -0.29501], [-2.21557, 2.14330, -0.99861], [-1.37538, 2.32478, -2.00975], [-0.21147, 1.51430, -2.34646], [0.16773, 0.41558, -1.53699], [2.41528, -0.10382, -2.66836], [0.13564, -1.79185, 4.18959], [-0.92392, -0.58129, 4.33029], [-1.10654, -1.32040, 2.76282], [1.04114, 0.41301, 3.65935], [-0.13489, 0.76369, 2.36657], [1.74949, -3.12546, 0.72602], [-1.24875, -1.85458, -0.50310], [-2.43313, 0.59086, 0.56360], [-2.96930, 2.74475, -0.48823], [-1.62436, 3.00828, -2.83405], [0.29546, 2.04203, -3.20659], [2.76835, -1.13671, -2.72812], [2.12888, 0.39658, -3.71600], [3.01833, 0.67858, -2.08605], [0.67942, -3.01731, 0.43333], [-0.80911, -1.17099, 0.25115], [1.21077, -0.49910, -1.81364], [1.59496, -0.70804, 1.46123]],
  "smiles": "[H]/N=C(/Nc1ccccc1OC)SCC",
  "relative_energy_kcal_mol": 99.17,
  "total_energy_ha": -972.24719
}


{
  "formula": "C10H14N3",
  "method": "ωB97M-V with the def2-TZVPD basis set",
  "elements": ["C", "C", "C", "C", "C", "C", "C", "C", "C", "C", "N", "N", "N", "H", "H", "H", "H", "H", "H", "H", "H", "H", "H", "H", "H", "H", "H"],
  "coordinates": [[-2.14027, 1.17771, 2.18153], [-1.33150, 2.26342, 1.93631], [-1.90716, -0.06253, 1.50593], [-0.31650, 2.07313, 0.88251], [-0.86899, -0.31521, 0.69823], [-0.02116, 0.77809, 0.39634], [0.31837, -1.61122, -0.86990], [-1.29045, -2.77818, 0.39342], [2.37791, 1.44293, -0.34304], [1.47243, -0.25542, -2.51793], [-0.42170, -1.57387, 0.19710], [1.10832, 0.59964, -0.31512], [1.09097, -0.47489, -1.22067], [-3.02541, 1.24346, 2.68249], [-1.60506, 3.17831, 2.39762], [-2.71739, -0.91055, 1.56610], [0.16837, 2.93534, 0.49560], [0.65517, -2.42028, -1.48984], [-0.78584, -3.62851, -0.07517], [-1.28798, -2.90710, 1.54920], [-2.25068, -2.66381, -0.00553], [2.52048, 2.11700, 0.48390], [3.17826, 0.70973, -0.51170], [2.30129, 1.91708, -1.34616], [0.62906, -0.34935, -3.13394], [2.06187, -1.09486, -2.81990], [2.08761, 0.60992, -2.71740]],
  "smiles": "CN1C=[N+](C)N(C)c2ccccc21",
  "total_charge": 1,
  "relative_energy_kcal_mol": 83.21,
  "total_energy_ha": -553.36416
}


{
  "formula": "C10H14N3",
  "method": "ωB97M-V with the def2-TZVPD basis set",
  "elements": ["C", "C", "C", "C", "C", "C", "C", "C", "C", "C", "N", "N", "N", "H", "H", "H", "H", "H", "H", "H", "H", "H", "H", "H", "H", "H", "H"],
  "coordinates": [[-3.37134, -2.63112, 0.37879], [-2.90532, -1.92269, 1.51784], [-2.80865, -2.18117, -0.84526], [-1.98620, -0.90741, 1.46009], [-1.83347, -1.18491, -0.90262], [-1.38562, -0.48407, 0.25875], [0.10539, 1.41130, -0.72509], [-0.56859, 0.64677, 0.28213], [1.76338, 1.66974, -0.74643], [2.13279, 2.39591, 0.52045], [2.38032, 0.46281, -0.99298], [1.93624, -0.59468, -0.48422], [2.64818, -1.69280, -0.65202], [-4.02931, -3.51390, 0.23193], [-3.24623, -2.09915, 2.46335], [-3.12820, -2.58907, -1.75461], [-1.68397, -0.41743, 2.42948], [-1.38017, -0.85586, -1.78225], [0.08950, 1.04459, -1.71227], [-0.38645, 2.42785, -0.78857], [-0.49092, 1.15853, 1.29905], [1.96387, 2.38375, -1.53680], [1.82517, 1.89161, 1.55278], [2.01581, 3.46748, 0.30641], [3.21699, 2.37856, 0.67084], [2.15493, -2.52847, -0.46882], [3.56177, -1.72460, -1.12400]],
  "total_charge": 1,
  "relative_energy_kcal_mol": 106.34,
  "total_energy_ha": -553.32730
}


{
  "formula": "C10H14N3NiO5",
  "method": "ωB97M-V with the def2-TZVPD basis set",
  "elements": ["O", "C", "Ni", "O", "C", "C", "O", "C", "O", "C", "O", "H", "C", "N", "C", "C", "N", "N", "C", "C", "H", "H", "H", "H", "H", "H", "H", "H", "H", "H", "H", "H", "H"],
  "coordinates": [[-1.07351, -1.50677, -2.61554], [-0.55705, -0.58176, -2.09892], [-0.02226, -0.02364, 0.69008], [-1.41676, -2.55909, 0.06667], [-0.86027, -1.53417, 0.01272], [0.65965, 1.56003, -1.41949], [1.39588, 2.49306, -1.60305], [-0.02399, 0.76731, -2.48819], [-0.09491, 1.17920, -3.65664], [1.46629, -0.86167, 1.14920], [2.35382, -1.57451, 1.38757], [0.44582, 1.18942, -0.26967], [-0.22586, 2.42527, 4.52845], [-1.46663, 2.18338, 3.81303], [-2.66371, 2.83570, 4.33418], [-1.44311, 1.66584, 2.56677], [-0.28235, 1.38435, 1.97918], [-2.63830, 1.43063, 1.93397], [-3.70495, 0.70350, 2.61146], [-2.67448, 1.33967, 0.47789], [-0.47860, 2.81674, 5.51300], [0.39867, 3.15968, 4.00922], [0.33881, 1.49497, 4.63359], [-3.24647, 3.30161, 3.52000], [-3.31393, 2.11895, 4.86494], [-2.33277, 3.60498, 5.04519], [0.49202, 1.75525, 2.53308], [-4.65300, 1.23919, 2.47610], [-3.82268, -0.30884, 2.19713], [-3.49721, 0.60009, 3.67849], [-2.00323, 2.08192, 0.03066], [-2.38626, 0.33863, 0.11229], [-3.70879, 1.53136, 0.16810]],
  "spin_multiplicity": 3,
  "total_charge": 1,
  "relative_energy_kcal_mol": 14.38,
  "total_energy_ha": -2437.83878
}


{
  "formula": "C10H14N3O",
  "method": "ωB97M-V with the def2-TZVPD basis set",
  "elements": ["C", "C", "C", "C", "C", "C", "C", "C", "C", "C", "N", "N", "N", "O", "H", "H", "H", "H", "H", "H", "H", "H", "H", "H", "H", "H", "H", "H"],
  "coordinates": [[-0.15117, -1.61522, 3.47699], [0.39211, -0.96128, 2.36132], [-1.41710, -2.15949, 3.41218], [-1.73140, -1.64401, 1.24856], [-0.46534, -1.04880, 1.25783], [0.68975, 0.74688, 0.00348], [-0.64673, -0.75757, -1.24739], [0.36592, -0.08964, -2.20207], [2.03420, 1.62302, -1.72816], [-0.34480, 2.25906, -1.55826], [-2.22811, -2.18029, 2.32627], [0.02966, -0.60709, 0.06476], [0.69733, 1.14102, -1.44820], [1.14436, 1.37983, 0.86155], [0.36734, -1.66003, 4.31604], [1.35433, -0.65184, 2.31818], [-1.69383, -2.79459, 4.25497], [-2.57612, -1.39326, 0.54263], [-1.54788, -0.18984, -1.33123], [-0.78432, -1.77538, -1.34828], [1.24565, -0.69013, -2.14837], [-0.00881, -0.03345, -3.25016], [2.20735, 1.80575, -2.79849], [2.27448, 2.61220, -1.21864], [2.78609, 0.79054, -1.49693], [-0.61115, 2.68194, -2.60287], [-1.35457, 2.09214, -1.04010], [-0.02724, 3.11954, -1.02561]],
  "spin_multiplicity": 3,
  "total_charge": 1,
  "relative_energy_kcal_mol": 22.00,
  "total_energy_ha": -628.50016
}


{
  "formula": "C10H14N3O2",
  "method": "ωB97M-V with the def2-TZVPD basis set",
  "elements": ["C", "C", "C", "C", "C", "C", "C", "C", "C", "C", "N", "N", "N", "O", "O", "H", "H", "H", "H", "H", "H", "H", "H", "H", "H", "H", "H", "H", "H"],
  "coordinates": [[3.95182, 1.66306, 0.14824], [3.56562, 0.91314, 1.30714], [3.29313, 1.14979, -1.01620], [2.82219, -0.22807, 1.25677], [2.44961, 0.09476, -1.02897], [0.26229, -1.90240, 0.06799], [-1.97860, -0.65919, 0.08207], [-0.28765, -3.21798, 0.43267], [-3.75565, 2.38368, -0.45271], [-3.69287, 0.82793, -0.41087], [1.56730, -1.78042, 0.06149], [2.27007, -0.65663, 0.11955], [-0.59124, -0.82058, -0.16656], [-2.58899, -1.53249, 0.62056], [-2.31969, 0.48302, -0.37871], [4.54479, 2.56971, 0.15910], [3.92194, 1.21442, 2.34988], [3.33673, 1.72139, -1.87333], [2.30659, -0.71193, 2.05265], [1.98164, -0.23807, -1.88270], [-1.00437, -3.25736, -0.39069], [-0.72096, -3.29009, 1.51611], [0.55480, -3.93279, 0.25714], [-3.29833, 2.85444, 0.53831], [-3.16197, 2.70705, -1.37375], [-4.84731, 2.58196, -0.59509], [-4.28962, 0.62610, -1.31693], [-4.16262, 0.38614, 0.45281], [-0.12864, 0.05140, -0.53598]],
  "smiles": "CCOC(=O)N/C(C)=N\\[n+]1ccccc1",
  "total_charge": 1,
  "relative_energy_kcal_mol": 21.37,
  "total_energy_ha": -703.89217
}


{
  "formula": "C10H14N4",
  "method": "ωB97M-V with the def2-TZVPD basis set",
  "elements": ["C", "C", "C", "C", "C", "C", "C", "C", "C", "C", "N", "N", "N", "N", "H", "H", "H", "H", "H", "H", "H", "H", "H", "H", "H", "H", "H", "H"],
  "coordinates": [[-0.82656, 0.92654, -1.28755], [-1.43658, 1.47176, 3.17230], [-1.81486, 1.08441, 1.89452], [-0.28486, -0.26302, 2.68669], [2.60776, -0.05799, -0.23813], [2.38098, 1.21587, -0.99849], [1.21881, 0.54910, -0.27908], [-0.91300, -1.67437, -2.65644], [-1.02241, -0.72899, 0.33375], [0.00083, -0.19244, -0.86229], [-1.36637, 1.94508, -1.25587], [-0.47008, 0.60228, 3.67017], [-1.10896, -0.04759, 1.63930], [0.28033, -1.25180, -1.81608], [-1.79870, 2.25132, 3.69058], [-2.46961, 1.63733, 1.13333], [0.27524, -1.09034, 2.70386], [2.95575, -0.94991, -0.76569], [3.02287, -0.00776, 0.86931], [2.68281, 2.16002, -0.47661], [2.58566, 1.26459, -2.07637], [1.00407, 1.05295, 0.61934], [-1.37523, -0.85007, -3.07526], [-0.40485, -2.19845, -3.37328], [-1.67542, -2.20546, -2.18378], [-0.75504, -1.82707, 0.52987], [-2.07843, -0.70218, -0.19412], [0.78586, -2.11380, -1.40397]],
  "smiles": "CN[C@@](C#N)(Cn1ccnc1)C1CC1",
  "relative_energy_kcal_mol": 52.07,
  "total_energy_ha": -608.34707
}


{
  "formula": "C10H14N4SeSn",
  "method": "ωB97M-V with the def2-TZVPD basis set",
  "elements": ["Sn", "Se", "C", "N", "N", "C", "C", "C", "C", "C", "C", "C", "H", "H", "H", "H", "H", "N", "C", "C", "N", "H", "H", "H", "H", "H", "H", "H", "H", "H"],
  "coordinates": [[0.09538, 0.41568, 0.63810], [-0.73353, 0.35128, 3.00637], [-0.71034, 0.77797, 4.77757], [-0.69568, 1.05402, 5.89638], [2.31328, 0.45354, -0.04725], [3.44016, 0.63119, -0.21742], [4.83824, 0.85158, -0.42860], [5.35909, 0.77901, -1.72282], [6.71020, 0.99668, -1.90575], [7.52113, 1.28110, -0.81260], [6.99549, 1.35284, 0.47249], [5.64658, 1.13776, 0.67592], [4.71373, 0.55668, -2.56192], [7.13389, 0.94565, -2.89874], [8.57913, 1.44898, -0.96490], [7.63796, 1.57605, 1.31265], [5.21934, 1.18837, 1.66854], [-5.29933, -1.91448, -1.26147], [-4.04556, -1.49729, -2.00971], [-2.94298, -1.06546, -1.04456], [-1.72541, -0.64542, -1.73281], [-6.04061, -2.20031, -1.90540], [-5.67058, -1.15146, -0.69120], [-5.12113, -2.70279, -0.63535], [-4.33502, -0.68656, -2.67500], [-3.74148, -2.35176, -2.61048], [-2.69919, -1.89022, -0.37096], [-3.30262, -0.24069, -0.42404], [-1.91163, 0.11079, -2.38323], [-1.32305, -1.40883, -2.26598]],
  "total_charge": 2,
  "relative_energy_kcal_mol": 60.76,
  "total_energy_ha": -3223.58053
}